# 1
The following is a quantum chemistry calculation of a structure of composition C8H15ClN3O2, from the OMol25 dataset.

XYZ file:
```
29
Properties=species:S:1:pos:R:3:forces:R:3:nbo_charge:R:1
C -1.6967 -1.0621 -1.5755 0.110 0.349 -0.078 -0.5494
C 1.5290 -1.2880 1.2948 -0.262 0.296 0.123 0.1953
C -1.9817 -1.2963 -0.3031 -0.218 -0.774 -0.893 0.3048
C 0.9047 0.6732 0.0375 0.128 -0.188 0.250 0.4906
C -2.6495 -2.5686 0.1955 0.133 0.220 -0.005 -0.6381
C -2.4304 1.8891 0.1694 -0.944 0.432 -0.373 -0.4290
C 4.0517 1.2000 0.2228 0.146 0.135 0.117 -0.2599
C 2.0349 0.9010 -0.9565 0.136 -0.014 -0.215 -0.1211
N 1.1224 -0.1226 1.0669 0.131 -0.107 0.488 -0.4564
N -0.2003 1.3216 -0.1739 0.057 0.887 -1.095 -0.3452
N -1.2539 1.1788 0.6138 -0.106 -2.892 0.387 0.0093
O -1.7773 -0.5498 0.7727 0.551 2.732 1.449 -0.4108
O 3.2404 0.3400 -0.5605 -0.228 -0.179 -0.088 -0.5180
Cl 1.4507 -2.5738 0.1983 0.057 -0.094 -0.115 0.1111
H -1.2722 -0.1384 -1.9244 0.099 0.162 -0.033 0.2078
H -1.9282 -1.8039 -2.3147 -0.113 -0.211 -0.095 0.2318
H 1.8859 -1.5297 2.2901 0.075 -0.164 -0.052 0.2300
H -2.2819 -3.4106 -0.3815 -0.024 -0.088 -0.053 0.2425
H -2.4280 -2.7195 1.2497 -0.016 -0.113 -0.001 0.2329
H -3.7253 -2.4711 0.0732 -0.072 -0.050 0.037 0.2441
H -3.2861 1.6046 0.7772 0.159 -0.079 0.070 0.2483
H -2.2601 2.9642 0.2571 0.178 -0.102 0.061 0.2512
H -2.6191 1.6515 -0.8768 0.137 -0.073 0.122 0.2574
H 4.9573 0.6411 0.4496 -0.049 0.081 0.040 0.2164
H 3.5482 1.4844 1.1545 0.063 -0.009 -0.037 0.1686
H 4.3170 2.1026 -0.3383 -0.041 -0.069 0.049 0.1875
H 2.1125 1.9735 -1.1718 -0.095 -0.063 0.018 0.2204
H 1.7224 0.3869 -1.8762 -0.063 0.124 0.106 0.2451
H -1.0864 1.2220 1.6302 0.072 -0.149 -0.184 0.4328
```
Positions in Å, forces in eV/Å.

Energy above the lowest of the compared OMol25 structures with the same formula, charge and spin (eV): 1.3911
Electronic energy (Eh): -1088.3441
Charge: +1

***

# 2
The following is a quantum chemistry calculation of a structure of composition C41H78CaClCsF4LiN5O14P3SSi, from the OMol25 dataset.

XYZ file:
```
151
Properties=species:S:1:pos:R:3:forces:R:3:lowdin_charge:R:1
C 3.4222 -1.0243 0.8644 -0.036 -0.103 -0.493 -0.1126
C 3.9189 -0.8913 -0.6053 0.511 0.178 1.022 -0.2317
C 5.1094 0.0935 -0.7188 -1.174 -0.225 -0.837 -0.2069
C 4.5724 1.5260 -0.5106 0.695 -0.365 0.741 -0.1942
C 4.5424 1.9313 0.9994 0.832 -0.373 -1.069 -0.2123
C 4.7769 3.4396 1.1710 -1.089 -0.093 0.806 -0.1913
C 3.3802 4.1007 1.1857 -0.009 0.530 -0.407 -0.2116
C 3.1434 5.2050 0.1236 0.152 0.502 1.525 -0.1961
C 1.9426 6.0486 0.6112 -0.677 -1.282 -0.621 -0.2022
C 0.7186 5.1071 0.4313 -0.139 0.476 -0.976 -0.2166
C 0.3849 4.9754 -1.0917 -1.010 -0.244 0.386 -0.1809
C -0.0987 3.5278 -1.5100 0.586 1.964 -0.394 -0.1839
C -1.4998 3.6178 -2.1221 -0.521 -0.985 1.142 -0.1840
C -2.1982 2.2223 -2.2595 -0.084 1.293 -1.028 -0.3480
C -1.4384 1.1936 -3.1638 0.961 -0.578 0.054 -0.3496
P -0.7232 2.0494 -4.6850 -1.194 2.529 -0.647 0.9066
O 0.9476 2.0067 -4.6255 -1.311 -1.621 -0.142 -0.2867
O -1.2049 1.1396 -6.0319 1.648 -0.219 1.635 -0.2987
C -0.3955 0.3791 -2.3759 -0.866 -0.606 -0.769 -0.1915
N -1.1231 -0.2158 -1.2142 1.235 0.307 0.187 0.0431
C -1.5553 0.8367 -0.3938 -1.401 0.423 -0.985 -0.5254
N -1.1439 1.0937 0.8978 0.162 0.786 1.687 -0.4304
P -1.7169 2.4017 1.8496 -0.945 -0.088 -0.269 0.7118
N -2.8413 1.8748 2.8376 0.722 -0.144 -0.119 -0.2870
P -0.0271 0.0561 1.6704 2.152 -0.277 -0.116 1.0047
C -0.0249 0.5763 3.5260 -0.838 -1.351 0.360 -0.4628
C 0.8713 -0.3708 4.3916 0.240 0.503 -0.776 -0.1046
C -0.7936 -1.7502 1.7148 -0.033 -0.974 -0.014 -0.4698
C 0.3126 -2.7163 1.2094 -0.241 0.055 0.166 -0.1128
N -2.5676 1.7015 -0.9265 0.560 -1.494 0.096 -0.1058
Si -4.1691 0.9203 -0.8516 -1.154 0.397 0.399 0.5223
C -4.4033 -0.1101 0.7393 0.234 0.168 -0.638 -0.1384
C -5.4443 2.3395 -0.7278 1.130 -0.133 -0.448 -0.1702
C -4.6403 -0.0388 -2.4169 -0.024 0.554 0.366 -0.1593
H 2.5831 -0.3352 1.0611 0.552 -0.157 0.110 -0.0043
H 3.0585 -2.0468 1.0256 0.308 0.220 -0.096 0.0428
H 4.2545 -0.8351 1.5570 -0.313 -0.038 -0.019 0.0734
H 4.1886 -1.8816 -0.9480 0.077 -0.019 -0.137 0.0709
H 3.1028 -0.5216 -1.2382 0.160 -0.263 -0.045 0.0925
H 5.9252 -0.1751 -0.0338 -0.214 0.160 -0.024 0.1085
H 5.5040 0.0013 -1.7434 -0.009 0.076 0.261 0.1069
H 5.2247 2.2207 -1.0579 -0.363 0.066 0.069 0.1006
H 3.5472 1.5384 -0.9037 0.284 0.356 -0.234 0.1007
H 3.5639 1.6254 1.3881 0.347 0.219 0.283 0.0805
H 5.2940 1.3076 1.4995 -0.036 0.331 0.072 0.1012
H 5.2554 3.6597 2.1381 0.051 -0.079 -0.293 0.0981
H 5.3839 3.8925 0.3765 0.023 -0.379 0.100 0.0976
H 2.6251 3.3267 0.9855 0.348 0.138 0.182 0.0824
H 3.1448 4.5162 2.1832 0.190 -0.199 -0.369 0.0975
H 4.0155 5.8732 0.0462 -0.006 -0.381 -0.171 0.1028
H 2.9274 4.7259 -0.8378 0.252 0.341 0.063 0.1059
H 2.0210 6.3073 1.6774 0.320 0.183 -0.353 0.0959
H 1.8113 6.9380 -0.0206 -0.079 -0.039 0.336 0.1072
H -0.1790 5.4753 0.9538 0.271 -0.075 -0.049 0.1034
H 0.9364 4.0983 0.8100 -0.035 0.467 0.126 0.0624
H 1.1938 5.3141 -1.7494 -0.003 -0.147 0.340 0.1007
H -0.4450 5.6797 -1.2711 0.234 -0.177 -0.151 0.1026
H -0.0633 2.9122 -0.6037 -0.105 -0.216 -0.405 0.0772
H 0.6343 3.1932 -2.2563 -0.220 -0.433 0.310 0.0928
H -1.5572 4.1851 -3.0557 0.388 -0.229 0.072 0.0910
H -2.1153 4.1775 -1.3931 0.011 -0.170 -0.269 0.1059
H -3.1395 2.4471 -2.7940 0.182 -0.117 0.185 0.1182
H -2.1520 0.4596 -3.5733 0.058 0.224 0.183 0.0889
H 1.2228 1.0710 -4.6305 0.588 0.267 0.259 0.0546
H -0.4514 0.5376 -6.1677 -0.547 -0.340 -0.534 0.0386
H -0.1075 -0.4751 -3.0134 0.323 0.188 0.149 0.0958
H 0.4824 0.9579 -2.0680 -0.148 -0.108 -0.021 0.1063
H -0.4557 -0.8625 -0.7979 -0.250 -0.075 0.295 0.0811
H -0.5738 2.9237 2.4931 -0.178 -0.180 -0.329 -0.0047
H -2.1996 3.4557 1.0449 0.527 -0.320 -0.082 0.0291
H -3.6838 2.4141 2.6434 -0.241 -0.412 0.425 -0.0106
H 0.3402 1.5898 3.6795 -0.540 -0.020 -0.131 0.0645
H -1.0825 0.4405 3.9049 2.942 3.216 1.011 -0.0585
H 0.8380 -1.4023 4.0177 0.195 0.101 0.334 0.0748
H 1.8941 0.0166 4.3113 -0.110 -0.476 -0.117 0.0877
H 0.6186 -0.3128 5.4563 -0.223 -0.106 -0.307 0.0882
H -1.0335 -2.0914 2.7856 1.513 -1.347 -2.123 0.0064
H -1.7478 -1.8075 1.0826 0.968 0.007 0.869 0.1011
H 1.3033 -2.2835 1.3954 -0.400 -0.263 -0.197 0.0280
H 0.2173 -2.9490 0.1429 0.185 0.198 0.208 0.0770
H 0.2591 -3.6707 1.7449 -0.043 0.152 -0.178 0.1043
H -3.4194 -0.3524 1.1717 -0.343 -0.085 -0.135 -0.0491
H -4.9477 -1.0283 0.4800 0.244 0.102 0.259 0.0547
H -5.0044 0.4512 1.4631 0.214 -0.221 -0.036 0.0427
H -5.1550 3.0128 0.0925 -0.338 -0.254 -0.029 0.0200
H -6.4633 1.9557 -0.6240 0.119 0.269 0.001 0.0357
H -5.3157 2.9287 -1.6519 -0.444 -0.097 0.197 0.0251
H -4.1114 -0.9905 -2.5290 -0.168 0.162 -0.118 0.0155
H -5.7324 -0.1736 -2.3684 0.305 -0.279 0.007 0.0424
H -4.4694 0.6279 -3.2753 0.093 -0.371 0.048 0.0301
O 3.8812 6.0261 4.0825 0.287 -0.223 -0.300 0.1563
C 4.5260 6.9855 3.8164 -0.453 0.028 0.596 -0.4576
O 5.6772 6.9432 3.0556 0.177 -0.022 -0.121 -0.0462
C 6.2707 8.2459 3.0160 -0.146 0.107 0.109 -0.2514
C 5.1486 9.2207 3.3276 -0.101 0.367 0.094 -0.1390
C 4.2703 8.4053 4.2714 0.341 0.277 -0.555 -0.0578
H 7.0760 8.2847 3.7672 -0.074 0.112 0.080 0.1027
H 6.6981 8.4218 2.0186 -0.213 0.021 -0.092 0.0803
H 5.4998 10.1599 3.7504 0.085 -0.053 -0.010 0.1239
H 4.5956 9.4494 2.4158 0.071 -0.030 -0.021 0.1280
H 4.5890 8.5035 5.3102 -0.109 -0.066 0.029 0.1386
H 3.2194 8.6598 4.1698 -0.046 -0.164 0.210 0.1339
C 1.7341 -5.3432 -2.4857 1.799 -1.395 1.761 -0.6391
F 0.4500 -4.9938 -2.1919 2.310 0.046 3.278 -0.0637
F 1.9461 -6.5028 -1.8876 -0.333 0.789 -0.814 0.1279
F 1.7970 -5.5770 -3.8001 -0.201 0.294 -0.882 0.1045
S 2.9450 -4.0344 -1.9591 1.475 -0.022 3.290 0.4640
O 2.7572 -3.8816 -0.4967 -0.670 1.057 -2.497 -0.3496
O 2.5582 -2.8522 -2.6937 -1.203 0.747 -1.045 -0.3809
O 4.2424 -4.5434 -2.3172 -0.358 -0.362 -0.545 -0.2923
F 2.9227 -5.9021 0.2300 0.079 -0.879 1.011 -0.5014
Ca -2.1295 -0.7714 3.3032 -7.144 -0.341 0.875 1.3414
C 2.7545 -10.7074 -1.8525 0.483 -0.263 -0.183 -0.0899
C 1.8122 -9.5781 -1.4360 2.539 1.916 -2.576 -1.1230
O 2.3248 -8.6800 -0.7566 -0.970 -0.920 0.197 -0.0709
O 0.6160 -9.7134 -1.8279 -0.356 0.610 -1.011 -0.3692
H 3.7643 -10.5343 -1.4827 -0.051 0.049 0.034 0.0780
H 2.3958 -11.6617 -1.4475 0.125 -0.136 -0.365 0.0154
H 2.7896 -10.7781 -2.9396 -0.151 -0.144 0.007 0.0767
Cl -0.1991 -3.3834 -3.9598 4.953 8.169 -1.786 0.9302
C -2.5305 -2.6194 -5.2535 -0.599 0.626 -0.418 -0.1352
C -3.6468 -3.4729 -4.6612 0.269 -0.036 -0.192 -0.4208
C -3.2465 -4.1937 -3.3624 -0.942 0.509 0.280 -0.1880
O -2.4353 -5.3299 -3.5493 1.094 0.749 0.075 -0.0819
C -1.0397 -5.0582 -3.6981 -4.911 -7.166 -4.938 -0.3422
N -4.1169 -4.4140 -5.6812 -0.044 -0.109 0.262 0.0464
H -1.7618 -3.2216 -5.7368 -0.280 0.067 -0.132 0.0415
H -2.9307 -1.9437 -6.0121 -0.149 -0.119 -0.016 0.0843
H -2.0509 -2.0073 -4.4837 -0.340 0.015 -0.267 0.0185
H -4.4740 -2.7978 -4.4144 0.035 -0.113 0.088 0.1325
H -4.1624 -4.5656 -2.8909 0.142 -0.043 -0.013 0.1343
H -2.7831 -3.5006 -2.6447 -0.023 0.005 -0.066 0.1218
H -0.7205 -4.2096 -3.0882 -1.045 -0.302 4.757 -0.1306
H -0.7880 -4.8819 -4.7438 -0.985 -2.163 -0.601 0.0629
H -0.4896 -5.9387 -3.3747 -0.383 0.308 -0.214 0.1565
H -4.9203 -4.9182 -5.3161 -0.092 0.066 -0.096 0.0758
H -3.4038 -5.1335 -5.7786 0.000 0.046 -0.145 0.0720
Cs 0.6417 -10.7389 0.3723 -1.679 -1.568 3.871 1.4563
C -5.3204 -4.3480 5.5432 0.395 -0.339 -0.048 -0.0117
C -5.3397 -3.1852 4.8246 -0.768 0.249 0.516 -0.4465
C -6.6110 -2.3448 4.9795 -1.390 -0.365 0.873 -0.4132
O -6.7352 -1.2332 4.4488 0.716 0.370 -0.532 -0.0542
C -7.6894 -2.8807 5.7667 0.292 0.664 -0.564 -0.0176
C -7.6925 -4.0712 6.4952 0.143 -0.375 0.159 -0.4357
C -6.3710 -4.8585 6.4197 0.829 0.251 -0.599 -0.3676
O -6.1660 -5.8828 7.0518 -0.395 -0.188 0.308 0.0217
O -8.6195 -4.5339 7.1744 -0.101 0.062 0.016 -0.0313
O -4.4272 -2.7314 4.0602 1.956 0.871 -0.811 -0.1757
H -4.4455 -4.9903 5.4920 0.074 0.057 -0.015 0.0929
H -8.5770 -2.2575 5.7708 -0.061 -0.055 0.112 0.0914
Li 8.1202 7.0862 2.2922 0.107 -0.425 -0.042 0.4654
```
Positions in Å, forces in eV/Å.

Electronic energy (Eh): -6212.0949
Charge: -1

***

# 3
The following is a quantum chemistry calculation of a cluster of 2 separate species, C4H8N4 in total, from the OMol25 dataset.

XYZ file:
```
16
Properties=species:S:1:pos:R:3:forces:R:3:nbo_charge:R:1
H 1.2154 1.7743 -0.3258 0.388 -0.274 0.192 0.3538
N 0.8958 1.0698 -0.9919 -1.023 -0.482 0.182 -0.6463
C 0.6748 -0.0703 -0.4821 3.750 1.360 0.442 0.3669
C 0.3492 -1.2670 -1.3326 -0.482 -0.196 0.799 -0.6874
N 1.5149 -0.5653 0.8997 -0.633 -2.649 -0.663 -0.1207
N 2.2116 0.1266 1.5896 -0.315 2.612 -1.140 -0.3496
H 2.7114 -0.3445 2.3624 -0.559 -0.640 -0.476 0.3418
H -0.4143 -1.0075 -2.0655 0.222 0.123 -0.085 0.2342
H 1.2554 -1.6250 -1.8189 -0.022 0.113 -0.063 0.2458
H -0.0463 -2.0704 -0.7123 0.118 -0.040 0.025 0.2399
C -1.9625 0.9791 0.2019 0.391 0.175 -0.944 -0.6961
C -1.0597 -0.0133 0.8106 -1.310 -1.235 4.412 0.2321
N -0.8243 -0.6580 1.7795 -0.410 1.265 -2.852 -0.2695
H -2.4720 0.5394 -0.6562 -0.060 0.005 0.047 0.2469
H -1.3575 1.8011 -0.1880 -0.191 0.004 0.096 0.2565
H -2.6918 1.3311 0.9294 0.138 -0.142 0.027 0.2517
```
Positions in Å, forces in eV/Å.

SMILES string: [H]/N=C(C)\N=N\[H].CC#N
Energy above the lowest of the compared OMol25 structures with the same formula, charge and spin (eV): 4.2610
Electronic energy (Eh): -376.0919

***

- The lowest electronic energy belongs to which entry?
  C41H78CaClCsF4LiN5O14P3SSi